No. 1
{
  "formula": "C38H54F4N2O6P",
  "method": "wB97M-V/def2-TZVPD",
  "charge": -1,
  "homo_ha": -0.1821,
  "orbital_gap_ha": 0.272,
  "elements": ["C", "C", "C", "F", "P", "C", "C", "C", "O", "O", "C", "C", "O", "C", "C", "C", "C", "C", "C", "C", "C", "O", "N", "C", "C", "C", "C", "C", "F", "O", "C", "C", "N", "C", "C", "C", "O", "H", "H", "H", "H", "H", "H", "H", "H", "H", "H", "H", "H", "H", "H", "H", "H", "H", "H", "H", "H", "H", "H", "H", "H", "H", "H", "H", "H", "H", "H", "H", "H", "H", "H", "H", "H", "H", "H", "H", "H", "H", "H", "H", "H", "F", "C", "C", "C", "C", "C", "C", "H", "H", "H", "H", "H", "F", "C", "C", "C", "C", "C", "C", "H", "H", "H", "H", "H"],
  "positions_angstrom": [[0.739, 1.098, 4.614], [1.456, 1.315, 3.266], [1.668, 0.071, 2.413], [2.922, 0.311, 1.794], [0.451, -0.377, 0.914], [-0.164, -2.009, 1.752], [-0.289, -3.389, 1.054], [0.098, -4.540, 1.934], [0.757, -5.490, 1.624], [-0.431, -4.442, 3.227], [1.886, -1.372, 0.018], [2.706, -2.486, 0.621], [2.759, -3.559, 0.044], [3.576, -2.421, 1.849], [3.201, -3.098, 3.002], [4.037, -3.117, 4.108], [5.260, -2.463, 4.074], [5.634, -1.783, 2.923], [4.796, -1.764, 1.824], [-1.001, 0.556, 1.952], [-2.445, 0.374, 1.655], [-3.016, 0.908, 0.723], [-3.238, -0.325, 2.633], [-3.764, -1.636, 2.378], [-3.076, 0.038, 4.015], [-0.627, -0.443, -0.670], [-1.720, -1.462, -0.914], [-2.825, -0.967, -1.839], [-1.140, -2.574, -1.577], [0.960, 1.232, 0.345], [1.324, 1.636, -0.926], [2.324, 2.785, -0.874], [3.733, 2.370, -0.759], [4.500, 3.322, 0.046], [5.961, 2.941, 0.099], [6.169, 1.615, 0.807], [6.621, 4.004, 0.796], [0.735, 0.040, 4.878], [-0.304, 1.410, 4.566], [1.201, 1.688, 5.403], [2.464, 1.648, 3.529], [1.028, 2.151, 2.720], [1.854, -0.768, 3.086], [-1.095, -1.865, 2.299], [0.539, -2.186, 2.571], [0.234, -3.517, 0.115], [-1.345, -3.590, 0.844], [-1.041, -5.179, 3.334], [2.591, -0.680, -0.450], [1.396, -1.896, -0.802], [2.260, -3.628, 3.059], [3.730, -3.664, 4.990], [5.903, -2.492, 4.943], [6.578, -1.254, 2.898], [5.098, -1.236, 0.934], [-0.854, 0.193, 2.962], [-0.844, 1.629, 1.876], [-4.776, -1.735, 2.788], [-3.169, -2.433, 2.851], [-3.824, -1.848, 1.315], [-2.840, 1.099, 4.085], [-4.004, -0.143, 4.559], [-2.256, -0.494, 4.522], [-0.007, -0.497, -1.568], [-1.094, 0.538, -0.737], [-2.186, -1.844, -0.009], [-2.964, 0.108, -1.783], [-3.783, -1.438, -1.614], [-2.566, -1.218, -2.867], [1.730, 0.859, -1.588], [0.447, 2.029, -1.471], [2.184, 3.394, -1.777], [2.049, 3.399, -0.016], [4.108, 2.429, -1.700], [4.087, 3.294, 1.056], [4.394, 4.355, -0.316], [6.359, 2.871, -0.922], [7.217, 1.514, 1.102], [5.911, 0.796, 0.143], [5.558, 1.574, 1.707], [7.552, 3.774, 0.858], [-5.591, 5.477, -2.831], [-5.629, 4.133, -2.656], [-5.095, 3.595, -1.504], [-5.137, 2.218, -1.327], [-5.706, 1.412, -2.305], [-6.233, 1.979, -3.457], [-6.201, 3.355, -3.640], [-4.650, 4.244, -0.761], [-4.721, 1.779, -0.430], [-5.728, 0.340, -2.170], [-6.666, 1.349, -4.222], [-6.609, 3.821, -4.528], [-4.114, -0.317, -4.649], [-3.313, -0.400, -5.725], [-3.469, -1.456, -6.600], [-2.635, -1.529, -7.706], [-1.663, -0.561, -7.917], [-1.526, 0.488, -7.018], [-2.356, 0.578, -5.911], [-4.227, -2.203, -6.408], [-2.744, -2.349, -8.403], [-1.012, -0.626, -8.778], [-0.765, 1.241, -7.175], [-2.270, 1.386, -5.196]],
  "forces_ev_per_a": [[-0.391, 0.117, -0.503], [0.300, 0.203, 0.796], [0.091, 0.548, -0.532], [0.118, -0.085, 0.013], [-0.135, -0.158, -0.009], [0.281, -0.700, 0.430], [-0.114, 0.021, 0.032], [0.128, -0.133, -0.003], [-0.278, 0.001, 0.039], [-0.346, 0.287, -0.267], [0.052, -0.129, -0.033], [0.170, -0.217, -0.339], [-0.150, -0.137, 0.004], [-0.230, 0.332, 0.208], [0.015, -0.098, 0.096], [0.061, -0.020, -0.034], [-0.161, -0.059, 0.024], [0.093, -0.035, 0.218], [0.083, -0.013, -0.079], [-0.813, 0.045, -0.074], [0.064, 0.367, 0.563], [-0.070, -0.496, -0.437], [-0.056, 0.133, -0.336], [-0.322, -0.188, 0.179], [0.580, -0.079, -0.001], [-0.331, 0.058, -0.150], [-0.058, 0.321, -0.408], [-0.043, 0.033, -0.140], [-0.093, -0.271, 0.196], [0.359, -0.130, 0.066], [-0.163, 0.418, -0.440], [-0.051, -0.242, 0.056], [-0.014, 0.430, -0.088], [-0.420, -0.170, -0.080], [0.044, 0.006, 0.267], [0.176, 0.185, -0.005], [-0.049, 0.050, -0.128], [0.130, -0.020, 0.226], [-0.061, -0.017, 0.032], [0.113, -0.119, 0.120], [0.111, -0.109, -0.151], [-0.147, -0.121, -0.203], [-0.119, -0.169, -0.023], [-0.132, 0.229, -0.139], [0.142, 0.246, -0.035], [0.160, 0.158, -0.016], [-0.039, 0.035, -0.124], [0.285, -0.273, 0.230], [0.055, 0.198, 0.268], [-0.028, 0.049, -0.074], [-0.010, -0.016, -0.119], [0.003, 0.016, 0.068], [0.096, 0.067, 0.011], [0.050, 0.008, -0.075], [-0.031, 0.138, -0.136], [0.237, 0.140, 0.102], [0.354, -0.010, 0.004], [-0.063, 0.055, -0.037], [0.146, 0.006, -0.051], [0.020, 0.146, -0.114], [-0.089, 0.056, 0.023], [-0.077, -0.050, 0.002], [-0.086, -0.154, 0.099], [0.190, -0.046, 0.084], [-0.045, 0.044, 0.273], [0.241, -0.100, 0.222], [-0.001, 0.076, 0.152], [-0.024, -0.080, -0.021], [0.079, -0.011, -0.011], [0.102, -0.218, 0.238], [-0.105, -0.044, 0.032], [-0.018, 0.122, 0.003], [0.047, 0.053, 0.056], [0.117, -0.282, 0.000], [0.083, 0.012, 0.086], [0.130, 0.076, -0.032], [0.015, 0.077, -0.080], [0.061, -0.081, -0.067], [-0.132, -0.149, 0.055], [-0.089, -0.140, 0.015], [0.045, -0.007, 0.062], [-0.004, -0.005, 0.000], [0.012, -0.042, 0.016], [0.022, 0.043, 0.052], [-0.069, 0.020, 0.003], [-0.029, 0.006, 0.003], [0.016, -0.005, 0.036], [-0.038, 0.018, -0.077], [0.002, 0.005, -0.007], [0.072, -0.019, -0.038], [0.023, -0.018, -0.011], [-0.002, -0.008, -0.013], [0.017, 0.014, 0.004], [-0.134, -0.028, -0.051], [0.080, 0.037, -0.020], [-0.056, -0.053, 0.000], [0.027, 0.045, 0.004], [0.001, -0.003, -0.015], [-0.022, -0.038, -0.022], [0.033, 0.075, 0.027], [-0.002, 0.008, 0.018], [0.001, -0.018, 0.005], [0.007, -0.001, -0.001], [0.004, 0.013, 0.003], [-0.006, -0.025, 0.027]],
  "mulliken_charge": [-1.249, -1.130, 0.218, -0.233, 3.384, -1.525, -0.345, -0.263, -0.534, -0.429, -1.332, -0.519, -0.648, 0.274, 0.104, -0.930, -0.435, -0.694, 0.062, -0.465, -0.775, -0.519, 0.374, -0.955, -0.912, -2.034, 1.673, -1.766, -0.528, -0.179, -0.260, -1.416, -0.001, -0.835, 0.177, -0.948, -0.570, 0.248, 0.278, 0.401, 0.679, 0.054, 0.149, 0.259, 0.694, 0.187, 0.795, 0.350, 0.769, 0.678, 0.212, 0.429, 0.387, 0.385, 0.495, 0.178, 0.246, 0.408, 0.282, 0.191, 0.286, 0.358, 0.258, 0.944, 0.668, -0.738, 0.221, 0.450, 0.334, 0.332, 0.179, 0.361, 0.340, 0.270, 0.327, 0.398, 0.171, 0.527, 0.171, 0.171, 0.335, -0.342, 0.511, -0.669, -0.045, -0.504, -0.278, -0.616, 0.460, 0.337, 0.360, 0.393, 0.422, -0.207, 0.313, -0.544, -0.313, -0.552, -0.389, -0.222, 0.397, 0.350, 0.364, 0.355, 0.468]
}

***

No. 2
{
  "formula": "C38H54MnN4O4SSb",
  "method": "wB97M-V/def2-TZVPD",
  "e_above_lowest_kcal_mol": 2.4,
  "charge": 1,
  "homo_ha": [-0.3139, -0.4028],
  "orbital_gap_ha": [0.167, 0.286],
  "multiplicity": 6,
  "elements": ["Mn", "C", "C", "C", "C", "C", "C", "N", "C", "C", "N", "C", "C", "O", "O", "C", "C", "C", "C", "C", "C", "N", "C", "C", "N", "C", "C", "O", "O", "H", "H", "H", "H", "H", "H", "H", "H", "H", "H", "H", "H", "H", "H", "H", "H", "H", "H", "H", "H", "H", "H", "H", "H", "H", "H", "H", "H", "H", "H", "H", "H", "H", "H", "H", "H", "H", "H", "H", "S", "Sb", "C", "C", "C", "C", "C", "C", "C", "C", "C", "C", "C", "C", "C", "C", "C", "C", "C", "C", "H", "H", "H", "H", "H", "H", "H", "H", "H", "H", "H", "H", "H", "H", "H"],
  "positions_angstrom": [[0.113, -1.361, 0.985], [3.448, -4.382, 0.736], [2.024, -4.195, 1.253], [1.887, -3.859, 2.749], [2.754, -2.834, 3.516], [4.266, -3.048, 3.404], [2.397, -3.029, 4.999], [2.480, -1.442, 3.055], [1.603, -0.598, 3.865], [1.180, 0.636, 3.091], [0.132, 0.488, 2.039], [-1.185, 0.299, 2.726], [-1.339, -1.123, 3.239], [-1.987, -1.373, 4.212], [-0.697, -2.033, 2.499], [0.155, 1.772, 1.217], [-1.174, 2.200, 0.602], [1.327, 1.810, 0.232], [1.399, 0.876, -0.977], [0.313, 1.100, -2.011], [2.760, 1.127, -1.633], [1.392, -0.546, -0.467], [1.246, -1.603, -1.497], [1.806, -2.888, -0.918], [1.113, -3.361, 0.327], [-0.001, -4.278, -0.069], [-1.059, -3.498, -0.812], [-1.429, -3.632, -1.930], [-1.438, -2.534, 0.062], [3.958, -5.066, 1.415], [4.034, -3.467, 0.693], [3.456, -4.845, -0.252], [1.598, -5.195, 1.195], [2.040, -4.808, 3.269], [0.844, -3.591, 2.928], [4.528, -4.097, 3.542], [4.767, -2.476, 4.190], [4.668, -2.714, 2.447], [2.773, -3.994, 5.339], [1.318, -3.014, 5.170], [2.861, -2.257, 5.617], [1.425, -1.409, 1.684], [3.354, -0.956, 2.889], [2.108, -0.230, 4.761], [0.751, -1.175, 4.207], [2.070, 1.049, 2.621], [0.809, 1.380, 3.799], [-1.991, 0.433, 2.014], [-1.339, 0.981, 3.561], [0.396, 2.553, 1.945], [-1.666, 1.428, 0.018], [-0.979, 3.040, -0.070], [-1.874, 2.548, 1.362], [2.261, 1.671, 0.790], [1.362, 2.833, -0.151], [0.195, 2.173, -2.185], [-0.642, 0.689, -1.704], [0.577, 0.638, -2.966], [2.807, 2.158, -1.989], [2.913, 0.478, -2.498], [3.587, 0.976, -0.928], [2.322, -0.667, -0.072], [1.810, -1.388, -2.406], [0.202, -1.663, -1.801], [2.844, -2.684, -0.674], [1.793, -3.660, -1.689], [-0.450, -4.677, 0.838], [0.369, -5.090, -0.693], [-1.960, -0.926, -0.345], [-2.733, 2.795, -2.973], [-4.309, 2.207, -1.671], [-4.872, 0.929, -1.621], [-5.862, 0.637, -0.690], [-6.311, 1.617, 0.187], [-5.776, 2.898, 0.127], [-4.782, 3.192, -0.796], [-2.197, 1.079, -4.191], [-2.372, -0.266, -3.856], [-1.839, -1.265, -4.664], [-1.126, -0.933, -5.810], [-0.934, 0.403, -6.143], [-1.464, 1.403, -5.335], [-1.390, 4.879, -1.964], [-1.680, 5.535, -0.781], [-0.704, 6.351, -0.208], [0.534, 6.500, -0.826], [0.800, 5.841, -2.022], [-0.170, 5.020, -2.597], [-4.560, 0.157, -2.312], [-6.289, -0.358, -0.656], [-7.085, 1.385, 0.909], [-6.140, 3.671, 0.793], [-4.381, 4.199, -0.843], [-2.883, -0.557, -2.947], [-1.983, -2.305, -4.391], [-0.722, -1.714, -6.444], [-0.374, 0.667, -7.032], [-1.303, 2.443, -5.604], [-2.642, 5.429, -0.289], [-0.917, 6.875, 0.717], [1.287, 7.139, -0.382], [1.757, 5.973, -2.516], [0.039, 4.507, -3.534]],
  "forces_ev_per_a": [[-0.225, 0.642, -0.177], [-0.050, -0.030, 0.060], [0.062, 0.074, -0.085], [-0.004, 0.087, -0.066], [0.073, -0.084, 0.115], [0.020, 0.038, 0.001], [-0.071, 0.138, 0.039], [-0.141, -0.064, -0.131], [0.036, 0.047, 0.038], [0.040, 0.043, -0.048], [-0.682, -0.381, -0.039], [0.002, -0.056, 0.143], [0.255, -0.173, -0.259], [-0.093, -0.190, 0.181], [-0.178, 0.496, 0.313], [-0.026, 0.000, -0.094], [0.007, -0.023, 0.025], [0.036, -0.078, 0.149], [0.041, -0.041, 0.022], [-0.007, 0.036, -0.105], [0.078, -0.033, -0.053], [-0.188, -0.402, -0.215], [0.096, 0.002, -0.130], [-0.140, -0.101, 0.143], [0.036, 0.109, -0.298], [0.121, 0.061, 0.037], [0.112, 0.489, 0.435], [-0.184, -0.081, -0.370], [-0.159, -0.455, -0.270], [0.002, 0.025, -0.022], [0.014, -0.022, 0.002], [-0.007, 0.023, 0.045], [-0.066, -0.048, -0.047], [0.024, -0.004, -0.008], [-0.013, -0.057, 0.037], [-0.009, 0.044, -0.019], [-0.025, -0.042, -0.045], [0.003, -0.034, 0.026], [-0.015, 0.031, -0.034], [0.076, -0.022, 0.004], [-0.018, -0.082, -0.020], [0.974, -0.085, 0.615], [0.014, -0.006, 0.059], [0.043, -0.025, 0.059], [0.025, -0.039, 0.005], [0.025, 0.073, -0.021], [0.017, 0.052, 0.018], [-0.035, 0.059, -0.131], [0.193, 0.193, -0.007], [0.012, 0.014, 0.097], [0.021, 0.036, 0.003], [-0.017, -0.055, 0.096], [0.021, -0.017, -0.030], [-0.027, 0.074, -0.022], [0.037, -0.003, 0.006], [0.056, -0.082, 0.014], [0.041, 0.052, -0.036], [-0.039, 0.027, 0.038], [0.009, -0.051, 0.016], [0.004, 0.041, 0.033], [-0.077, 0.029, -0.056], [0.064, -0.024, 0.092], [0.099, 0.127, 0.012], [-0.081, 0.057, 0.046], [0.060, -0.035, -0.003], [0.009, -0.100, 0.002], [-0.017, -0.016, 0.050], [0.061, -0.061, -0.024], [-0.265, -0.126, -0.084], [0.203, -0.282, -0.020], [-0.014, -0.059, -0.166], [-0.086, 0.084, 0.094], [0.051, 0.045, -0.037], [0.010, -0.021, -0.008], [0.047, 0.014, -0.029], [-0.001, -0.122, 0.048], [-0.306, 0.094, 0.025], [0.107, 0.004, -0.087], [0.010, 0.046, 0.038], [0.006, 0.022, 0.020], [-0.002, 0.020, 0.058], [-0.009, -0.133, 0.003], [-0.014, 0.371, 0.135], [0.035, -0.026, -0.034], [0.023, -0.051, -0.036], [-0.022, -0.051, -0.027], [-0.029, 0.000, 0.056], [-0.018, -0.092, -0.017], [-0.046, 0.074, 0.053], [0.013, 0.029, -0.002], [0.034, 0.015, -0.039], [0.014, -0.024, -0.016], [-0.031, -0.031, -0.002], [0.039, 0.013, -0.129], [0.006, 0.047, -0.004], [-0.016, 0.040, 0.026], [-0.025, -0.008, 0.009], [-0.022, -0.043, -0.018], [0.055, 0.019, -0.035], [0.014, -0.010, -0.038], [-0.032, -0.011, -0.021], [-0.035, 0.003, 0.025], [-0.018, 0.035, 0.055]],
  "lowdin_spin": [3.099, 0.000, -0.001, -0.002, -0.003, -0.001, -0.001, -0.100, -0.003, -0.002, -0.049, 0.001, 0.006, 0.007, 0.016, 0.000, 0.010, 0.000, 0.001, 0.023, -0.001, -0.026, 0.005, 0.001, 0.000, 0.000, 0.005, 0.007, 0.047, 0.000, 0.000, 0.000, 0.000, 0.000, 0.000, 0.000, 0.000, 0.000, 0.000, 0.000, 0.000, -0.099, -0.001, -0.001, 0.000, 0.000, -0.001, 0.000, 0.000, -0.001, 0.006, 0.004, 0.000, 0.000, 0.000, 0.013, 0.010, 0.000, 0.000, 0.000, 0.000, -0.002, 0.001, 0.001, 0.000, 0.000, 0.000, 0.000, 0.097, 0.761, 0.077, 0.035, -0.003, 0.036, -0.004, 0.034, 0.164, 0.037, 0.003, 0.024, -0.001, 0.039, 0.546, 0.066, 0.023, -0.008, 0.018, 0.057, 0.002, -0.001, 0.002, -0.001, 0.000, 0.003, 0.000, 0.002, 0.000, 0.006, 0.007, 0.004, 0.000, 0.004, 0.005]
}